(1)
{
  "formula": "C10H12",
  "method": "ωB97M-V/def2-TZVPD",
  "homo_ev": [-7.1, -7.1],
  "lumo_ev": [0.552, -0.073],
  "homo_lumo_gap_ev": [7.63, 7.01],
  "symbols": ["C", "C", "C", "C", "C", "C", "C", "C", "C", "C", "H", "H", "H", "H", "H", "H", "H", "H", "H", "H", "H", "H"],
  "positions_angstrom": [[-1.49, 1.44, -0.25], [-0.12, 1.64, -0.50], [-2.16, 0.48, 0.38], [-3.10, -0.31, 0.80], [2.22, 0.86, -0.48], [1.79, 1.13, 1.02], [1.00, -2.05, -0.34], [-0.49, -1.78, -0.55], [0.78, 0.60, -0.04], [0.43, -0.78, 0.05], [-2.10, 2.24, -0.66], [0.33, 2.49, -0.98], [-3.50, -1.15, 0.27], [-3.45, -0.20, 1.83], [2.49, 1.65, -1.18], [2.99, 0.04, -0.43], [1.99, 0.56, 1.87], [1.43, 2.13, 1.27], [1.23, -2.77, 0.48], [1.85, -2.29, -1.09], [-0.92, -1.67, -1.55], [-1.19, -2.24, 0.09]],
  "mulliken_charge": [-0.12, -0.71, -0.17, -0.84, -0.96, -0.78, -0.57, -0.71, 1.79, -0.38, 0.37, 0.42, 0.32, 0.22, 0.25, 0.27, 0.31, 0.31, 0.19, 0.30, 0.22, 0.27]
}

---

(2)
{
  "formula": "C21H26N6O2",
  "method": "ωB97M-V/def2-TZVPD",
  "homo_ev": -8.1,
  "lumo_ev": 0.185,
  "homo_lumo_gap_ev": 8.26,
  "symbols": ["C", "C", "H", "H", "O", "C", "O", "N", "C", "H", "C", "H", "H", "C", "N", "C", "N", "C", "N", "C", "N", "N", "C", "C", "H", "C", "C", "C", "C", "C", "C", "C", "H", "H", "H", "H", "C", "H", "H", "H", "H", "H", "H", "H", "C", "H", "C", "H", "H", "H", "H", "H", "H", "H", "H"],
  "positions_angstrom": [[-4.17, -0.26, 6.71], [-5.24, -0.10, 5.56], [-5.53, -1.13, 5.18], [-6.08, 0.42, 5.79], [-4.60, 0.65, 4.31], [-5.01, 0.78, 3.21], [-6.00, 0.35, 2.96], [-4.38, 1.33, 2.34], [-3.05, 1.94, 2.65], [-3.26, 3.03, 3.21], [-2.11, 2.12, 1.54], [-1.12, 2.20, 1.66], [-2.70, 3.16, 0.74], [-2.38, 0.98, 0.63], [-1.56, 0.94, -0.66], [-0.23, 0.46, -0.60], [-0.10, -0.30, 0.36], [1.15, -1.03, 0.37], [1.96, -1.23, -0.42], [1.85, -0.27, -1.50], [2.49, -0.14, -2.74], [2.09, 0.89, -3.38], [0.82, 1.14, -2.78], [0.73, 0.56, -1.59], [0.05, 1.59, -3.34], [3.71, -0.54, -2.95], [4.64, 0.53, -3.52], [6.01, -0.09, -3.63], [6.46, -1.22, -3.73], [5.39, -2.16, -3.31], [4.11, -1.99, -2.94], [3.04, -3.02, -2.75], [2.16, -2.76, -3.15], [2.82, -2.84, -1.70], [3.46, -3.88, -2.98], [5.72, -3.39, -3.15], [7.65, -1.88, -4.10], [8.50, -1.54, -3.01], [7.80, -2.78, -4.41], [8.38, -1.10, -4.71], [6.70, 0.95, -3.98], [4.68, 1.57, -3.36], [1.36, -1.72, 1.18], [-1.67, 1.80, -1.43], [-3.79, 0.80, 0.00], [-4.30, -0.09, -0.03], [-4.91, 1.71, 1.03], [-5.04, 2.80, 0.80], [-5.85, 1.02, 1.02], [-3.81, 1.36, -0.94], [-2.17, 0.05, 1.15], [-2.56, 1.31, 3.41], [-4.84, -0.99, 7.52], [-3.32, -0.74, 6.34], [-3.92, 0.77, 7.12]],
  "mulliken_charge": [-0.89, -0.45, 0.30, 0.39, -0.43, 1.01, -0.65, 0.09, -0.70, 0.14, -0.55, 0.51, 0.17, 0.11, -0.18, -0.29, -0.49, -0.57, -0.26, 0.38, 0.93, -1.17, -0.70, 0.81, 0.46, 0.60, -0.69, 0.02, 0.69, -0.17, 0.41, -1.98, 0.45, 0.50, 0.54, 0.01, -1.70, 0.25, 0.50, 0.29, 0.04, 0.41, 0.44, 0.32, -0.75, 0.43, -0.91, 0.28, 0.34, 0.27, 0.20, 0.35, 0.28, 0.31, 0.27]
}

---

(3)
{
  "formula": "C22H27N3O7S",
  "method": "ωB97M-V/def2-TZVPD",
  "homo_ev": -9.0,
  "smiles": "CCN(CC)S(=O)(=O)c1ccc(C(=O)OCC(=O)N2CCN(C(=O)c3ccco3)CC2)cc1",
  "lumo_ev": 0.028,
  "homo_lumo_gap_ev": 9.02,
  "symbols": ["C", "C", "N", "C", "C", "S", "O", "O", "C", "C", "C", "C", "C", "O", "O", "C", "C", "O", "N", "C", "C", "N", "C", "O", "C", "C", "C", "C", "O", "C", "C", "C", "C", "H", "H", "H", "H", "H", "H", "H", "H", "H", "H", "H", "H", "H", "H", "H", "H", "H", "H", "H", "H", "H", "H", "H", "H", "H", "H", "H"],
  "positions_angstrom": [[9.02, -1.18, -0.72], [7.72, -0.80, -1.42], [6.74, -0.23, -0.53], [6.92, 1.12, -0.06], [6.03, 2.10, -0.82], [5.99, -1.27, 0.55], [6.10, -2.60, 0.03], [6.42, -1.01, 1.90], [4.30, -0.71, 0.38], [3.61, -1.02, -0.78], [2.32, -0.57, -0.95], [1.72, 0.21, 0.04], [0.33, 0.68, -0.18], [-0.39, 0.29, -1.07], [-0.04, 1.62, 0.71], [-1.41, 1.95, 0.67], [-2.21, 0.74, 1.19], [-1.64, -0.22, 1.65], [-3.56, 0.83, 1.12], [-4.33, 1.85, 0.45], [-4.92, 1.27, -0.84], [-5.72, 0.10, -0.53], [-7.07, 0.23, -0.57], [-7.59, 1.28, -0.91], [-7.94, -0.91, -0.25], [-9.30, -0.85, -0.10], [-9.73, -2.17, 0.15], [-8.61, -2.94, 0.12], [-7.52, -2.20, -0.12], [-4.95, -0.92, 0.14], [-4.35, -0.34, 1.43], [2.42, 0.51, 1.21], [3.71, 0.05, 1.37], [9.71, -1.64, -1.43], [8.80, -1.90, 0.07], [9.50, -0.31, -0.28], [7.90, -0.09, -2.23], [7.26, -1.70, -1.84], [7.97, 1.42, -0.16], [6.67, 1.14, 1.01], [6.27, 2.07, -1.88], [6.18, 3.11, -0.45], [4.98, 1.83, -0.70], [4.11, -1.63, -1.53], [1.76, -0.80, -1.84], [-1.53, 2.81, 1.32], [-1.70, 2.19, -0.36], [-3.72, 2.73, 0.24], [-5.15, 2.15, 1.11], [-5.56, 2.00, -1.33], [-4.11, 0.97, -1.52], [-9.89, 0.03, -0.16], [-10.74, -2.50, 0.32], [-8.46, -4.00, 0.25], [-5.56, -1.78, 0.37], [-4.13, -1.23, -0.52], [-3.70, -1.07, 1.91], [-5.15, -0.06, 2.12], [1.94, 1.10, 1.97], [4.27, 0.25, 2.27]],
  "mulliken_charge": [-1.04, -0.64, 0.33, -0.67, -1.02, 1.21, -0.72, -0.69, 0.02, -0.29, -0.98, 0.36, 0.58, -0.65, -0.28, -0.79, 1.01, -0.69, 0.05, -0.85, -0.85, 0.03, 0.50, -0.70, 0.42, -0.35, -0.53, -0.43, -0.34, -0.68, -0.89, -0.47, -0.60, 0.40, 0.30, 0.28, 0.38, 0.38, 0.38, 0.40, 0.27, 0.41, 0.16, 0.46, 0.48, 0.40, 0.37, 0.47, 0.30, 0.49, 0.30, 0.52, 0.45, 0.47, 0.51, 0.27, 0.46, 0.30, 0.50, 0.51]
}

---

(4)
{
  "formula": "C24H22Br2O3S",
  "method": "ωB97M-V/def2-TZVPD",
  "homo_ev": -7.7,
  "lumo_ev": -1.185,
  "homo_lumo_gap_ev": 6.49,
  "symbols": ["C", "O", "C", "C", "C", "C", "C", "C", "C", "C", "Br", "C", "O", "C", "Br", "C", "C", "C", "H", "H", "H", "H", "H", "H", "H", "H", "H", "H", "C", "S", "C", "C", "C", "C", "C", "C", "C", "C", "C", "O", "H", "H", "H", "H", "H", "H", "H", "H", "H", "H", "H", "H"],
  "positions_angstrom": [[-0.36, -5.72, -3.11], [0.31, -5.11, -1.98], [-0.04, -3.85, -1.62], [-1.18, -3.19, -2.14], [-1.33, -1.83, -1.90], [-0.39, -1.06, -1.16], [-0.57, 0.35, -0.98], [-1.27, 1.14, -1.93], [-2.00, 2.32, -1.55], [-2.84, 2.98, -2.39], [-3.83, 4.50, -1.81], [-3.07, 2.53, -3.79], [-3.94, 3.00, -4.52], [-2.16, 1.42, -4.22], [-2.30, 0.86, -6.02], [-1.31, 0.81, -3.33], [0.69, -1.79, -0.57], [0.85, -3.14, -0.76], [0.16, -6.67, -3.26], [-1.42, -5.91, -2.89], [-0.27, -5.10, -4.01], [-1.90, -3.74, -2.75], [-2.23, -1.34, -2.28], [-0.21, 0.80, -0.06], [-1.92, 2.68, -0.52], [-0.65, 0.04, -3.71], [1.40, -1.23, 0.04], [1.67, -3.68, -0.30], [-1.53, 2.51, 3.33], [-1.04, 2.53, 1.58], [-0.59, 4.28, 1.35], [0.47, 1.75, 1.53], [0.62, 0.51, 2.24], [2.00, 0.06, 2.63], [2.86, 0.95, 3.30], [4.08, 0.48, 3.80], [4.48, -0.84, 3.56], [3.62, -1.72, 2.89], [2.37, -1.28, 2.46], [-0.37, -0.18, 2.55], [-2.56, 2.91, 3.34], [-1.51, 1.47, 3.66], [-0.84, 3.15, 3.89], [-1.51, 4.79, 1.04], [-0.21, 4.67, 2.30], [0.17, 4.34, 0.55], [1.33, 2.30, 1.15], [2.53, 1.98, 3.43], [4.73, 1.17, 4.36], [5.46, -1.18, 3.90], [3.92, -2.76, 2.71], [1.66, -1.95, 1.98]],
  "mulliken_charge": [-0.84, -0.43, 0.78, -0.48, -0.56, -0.15, 0.37, 0.82, 0.28, -0.55, -0.16, 0.57, -0.66, -0.31, -0.15, -0.50, -0.50, -0.71, 0.25, 0.32, 0.37, 0.32, 0.48, -0.24, -0.03, 0.67, 0.75, 0.47, -1.23, 0.41, -1.08, -1.12, 0.79, 0.10, -0.30, -0.61, -0.40, -0.78, -0.41, -0.76, 0.46, 0.35, 0.33, 0.37, 0.41, 0.39, 0.69, 0.36, 0.37, 0.37, 0.36, 0.75]
}

---

(5)
{
  "formula": "C18H33F5MoN4O3PSSe",
  "method": "ωB97M-V/def2-TZVPD",
  "homo_ev": [-10.6, -10.6],
  "lumo_ev": [-3.680, -3.683],
  "total_charge": 1,
  "homo_lumo_gap_ev": [6.88, 6.87],
  "symbols": ["Mo", "N", "C", "C", "N", "C", "C", "N", "C", "C", "N", "H", "H", "H", "H", "H", "H", "H", "H", "H", "H", "H", "H", "H", "H", "H", "H", "H", "H", "F", "C", "C", "F", "C", "F", "C", "S", "C", "F", "C", "F", "Se", "C", "C", "O", "P", "O", "C", "C", "O", "C", "C", "H", "H", "H", "H", "H", "H", "H", "H", "H", "H", "H", "H", "H", "H", "H"],
  "positions_angstrom": [[0.00, -0.87, 0.14], [-1.73, -0.70, 1.93], [-3.15, -0.80, 1.60], [-3.37, -0.17, 0.24], [-2.43, -0.71, -0.77], [-2.49, 0.14, -1.98], [-1.69, 1.40, -1.77], [-0.34, 1.00, -1.38], [-2.88, -2.07, -1.12], [-1.81, -2.84, -1.87], [-0.58, -2.80, -1.07], [-1.44, -1.43, 2.57], [-1.55, 0.16, 2.43], [-3.80, -0.31, 2.33], [-3.44, -1.85, 1.59], [-3.21, 0.91, 0.32], [-4.40, -0.31, -0.10], [-3.53, 0.37, -2.24], [-2.06, -0.41, -2.81], [-2.12, 2.03, -0.99], [-1.70, 2.00, -2.69], [0.20, 1.80, -1.07], [0.17, 0.62, -2.18], [-3.81, -2.03, -1.69], [-3.08, -2.61, -0.20], [-1.61, -2.40, -2.85], [-2.16, -3.86, -2.05], [0.22, -3.05, -1.64], [-0.62, -3.48, -0.33], [2.23, -4.84, -5.54], [2.17, -3.93, -4.57], [1.26, -2.89, -4.64], [0.43, -2.80, -5.68], [1.21, -1.96, -3.62], [0.30, -0.97, -3.73], [2.04, -2.02, -2.50], [2.02, -0.79, -1.23], [2.94, -3.08, -2.46], [3.76, -3.22, -1.43], [3.02, -4.02, -3.48], [3.89, -5.02, -3.40], [1.03, -2.10, 1.73], [-0.89, 3.84, 2.38], [-0.72, 3.06, 1.10], [0.61, 2.54, 0.96], [0.98, 1.02, 1.41], [2.56, 1.15, 1.43], [3.38, 1.81, 0.44], [3.98, 3.05, 1.03], [0.62, 0.95, 2.96], [1.39, 1.64, 3.99], [0.66, 1.47, 5.30], [-1.88, 4.30, 2.40], [-0.14, 4.63, 2.43], [-0.79, 3.20, 3.25], [-0.88, 3.70, 0.23], [-1.44, 2.23, 1.04], [2.77, 2.04, -0.44], [4.13, 1.08, 0.14], [3.22, 3.80, 1.23], [4.72, 3.47, 0.34], [4.49, 2.82, 1.97], [1.49, 2.69, 3.71], [2.38, 1.19, 4.01], [-0.33, 1.92, 5.26], [1.23, 1.95, 6.10], [0.55, 0.41, 5.54]],
  "mulliken_charge": [-0.13, -0.10, -1.17, -0.91, 1.75, -1.21, -0.93, -0.11, -0.92, -0.94, -0.48, 0.28, -0.03, 0.44, 0.46, 0.47, 0.29, 0.32, 0.45, 0.38, 0.47, 0.14, 0.30, 0.26, 0.33, 0.41, 0.49, 0.15, 0.29, -0.28, 0.66, 0.06, -0.31, 0.35, -0.41, -0.25, -0.22, 0.46, -0.32, 0.10, -0.27, -0.42, -1.42, 0.01, -0.40, 1.27, -0.26, -0.17, -1.32, 0.16, -0.16, -1.36, 0.48, 0.31, 0.13, 0.48, -0.11, 0.27, 0.45, 0.23, 0.43, 0.33, 0.32, 0.37, 0.29, 0.40, 0.33]
}